[1]
The following is a DFT calculation (wB97M-V/def2-TZVPD) of a cluster of 11 separate species, C23H72N18O11 in total at a distorted geometry.

Geometry (Å):
C1 -5.962 -12.620 18.867
O1 -7.074 -13.450 18.558
C2 -8.267 -13.052 19.176
C3 -9.307 -14.119 18.898
C4 -10.716 -13.682 19.264
N1 -8.976 -15.384 19.620
H1 -5.964 -12.169 19.861
H2 -5.929 -11.811 18.130
H3 -5.078 -13.245 18.759
H4 -8.189 -12.840 20.251
H5 -8.644 -12.107 18.743
H6 -9.251 -14.398 17.842
H7 -11.422 -14.498 19.442
H8 -11.207 -13.105 18.480
H9 -10.640 -13.133 20.208
H10 -9.489 -15.430 20.497
H11 -8.000 -15.349 19.903
C5 -11.385 -18.812 19.932
O2 -11.052 -20.189 19.918
C6 -12.157 -21.058 20.145
C7 -11.635 -22.314 20.810
C8 -12.651 -23.453 20.802
N2 -11.199 -22.014 22.190
H12 -10.449 -18.261 19.951
H13 -12.051 -18.548 20.755
H14 -11.862 -18.578 18.972
H15 -12.910 -20.565 20.769
H16 -12.593 -21.277 19.159
H17 -10.795 -22.742 20.256
H18 -13.478 -23.287 21.495
H19 -12.158 -24.377 21.117
H20 -13.025 -23.617 19.794
H21 -10.700 -21.119 22.241
H22 -12.056 -21.806 22.709
C9 -13.368 -19.598 24.060
O3 -13.333 -20.979 23.797
C10 -14.085 -21.719 24.755
C11 -13.351 -22.958 25.250
C12 -12.063 -22.575 25.973
N3 -13.088 -23.911 24.148
H23 -14.374 -19.184 23.910
H24 -12.721 -19.074 23.354
H25 -13.056 -19.315 25.070
H26 -14.250 -21.167 25.690
H27 -15.104 -21.879 24.393
H28 -14.021 -23.424 25.980
H29 -11.530 -23.435 26.375
H30 -12.296 -21.971 26.862
H31 -11.419 -21.932 25.371
H32 -12.578 -23.358 23.456
H33 -12.343 -24.555 24.412
C13 -15.739 -19.129 18.398
O4 -15.494 -17.829 18.894
C14 -15.154 -17.800 20.257
C15 -15.163 -16.416 20.867
C16 -13.960 -15.582 20.418
N4 -15.143 -16.494 22.339
H34 -16.812 -19.361 18.347
H35 -15.312 -19.912 19.033
H36 -15.330 -19.133 17.388
H37 -15.831 -18.441 20.831
H38 -14.136 -18.181 20.443
H39 -16.071 -15.837 20.669
H40 -13.981 -15.370 19.352
H41 -13.136 -16.313 20.549
H42 -13.627 -14.785 21.078
H43 -15.674 -17.290 22.690
H44 -14.192 -16.744 22.624
N5 -8.528 -23.455 23.669
C17 -8.013 -23.995 22.511
N6 -8.749 -23.704 21.402
O5 -6.930 -24.559 22.475
H45 -7.899 -23.533 24.447
H46 -9.153 -22.665 23.630
H47 -8.422 -23.975 20.495
H48 -9.693 -23.366 21.523
N7 -7.236 -18.948 22.665
C18 -8.332 -19.612 22.179
N8 -8.277 -19.915 20.853
O6 -9.264 -19.974 22.889
H49 -7.224 -18.615 23.611
H50 -6.638 -18.481 22.008
H51 -9.145 -20.265 20.456
H52 -7.439 -19.826 20.312
N9 -10.152 -16.985 17.024
C19 -9.271 -18.039 16.942
N10 -8.538 -18.191 18.083
O7 -9.203 -18.765 15.966
H53 -10.669 -16.755 16.197
H54 -10.083 -16.342 17.793
H55 -7.850 -18.917 18.004
H56 -8.592 -17.502 18.817
N11 -16.150 -25.798 24.828
C20 -16.435 -25.654 23.492
N12 -15.518 -24.921 22.803
O8 -17.432 -26.154 22.986
H57 -16.802 -26.298 25.399
H58 -15.303 -25.403 25.191
H59 -14.677 -24.620 23.312
H60 -15.553 -24.861 21.802
N13 -17.994 -21.319 21.358
C21 -16.898 -20.813 21.994
N14 -15.743 -21.516 21.835
O9 -16.962 -19.822 22.720
H61 -17.816 -22.092 20.738
H62 -18.806 -20.747 21.219
H63 -15.110 -21.405 22.607
H64 -15.733 -22.392 21.325
N15 -12.008 -25.869 18.119
C22 -12.640 -25.635 16.924
N16 -13.943 -26.048 16.875
O10 -12.088 -25.111 15.977
H65 -12.501 -26.347 18.853
H66 -11.006 -25.890 18.156
H67 -14.499 -25.730 16.104
H68 -14.418 -26.395 17.690
N17 -17.440 -22.671 18.061
C23 -16.243 -23.156 18.486
N18 -15.245 -23.125 17.554
O11 -16.040 -23.536 19.638
H69 -17.590 -22.443 17.094
H70 -18.269 -22.841 18.601
H71 -15.418 -22.848 16.606
H72 -14.361 -23.504 17.839

Properties
E_LUMO, Eh: 0.0050
HOMO level, eV: -9.32
SMILES string: COC[C@H](C)N.COC[C@H](C)N.COC[C@H](C)N.COC[C@H](C)N.NC(N)=O.NC(N)=O.NC(N)=O.NC(N)=O.NC(N)=O.NC(N)=O.NC(N)=O
Total charge: 0
Orbital gap, eV: 9.5
Energy relative to the best compared isomer or geometry (same formula, charge and spin), kcal/mol: 7.6
E, eV: -74369.184

---

[2]
The following is a DFT calculation (wB97M-V/def2-TZVPD) of a cluster of 2 separate species, C3H10N2 in total at a distorted geometry.

Geometry (Å):
C1 -2.940 -1.049 0.146
N1 -2.335 -1.394 -0.902
H1 -3.987 -1.241 0.226
H2 -2.536 -0.788 1.156
H3 -1.348 -1.206 -1.068
C2 1.793 -0.625 0.353
N2 1.356 0.816 0.727
C3 0.694 1.553 -0.368
H4 2.823 -0.500 0.013
H5 1.489 -1.223 1.192
H6 1.312 -0.815 -0.626
H7 2.184 1.353 1.010
H8 1.296 1.404 -1.296
H9 0.503 2.621 0.049
H10 -0.305 1.094 -0.610

Properties
E_LUMO, Eh: 0.0376
HOMO level, eV: -8.80
SMILES string: C=N.CNC
Total charge: 0
Orbital gap, eV: 9.8
Energy relative to the best compared isomer or geometry (same formula, charge and spin), kcal/mol: 54.9
E, eV: -6251.046

---

[3]
The following is a DFT calculation (wB97M-V/def2-TZVPD) of the ion C4H7N3 with charge +2 at a distorted geometry.

Geometry (Å):
C1 -0.204 -1.381 0.168
C2 1.604 0.589 0.075
C3 1.342 1.926 0.245
C4 -2.556 -0.981 -0.229
N1 1.005 -1.616 -0.050
N2 1.916 -0.621 -0.075
N3 -1.233 -0.872 0.016
H1 0.386 2.119 0.847
H2 1.358 2.586 -0.730
H3 2.052 2.397 0.920
H4 -2.951 -0.294 0.618
H5 -2.778 -2.074 -0.130
H6 -2.818 -0.679 -1.281
H7 2.877 -1.098 -0.394

Properties
E_LUMO (spin up / spin down), Eh: -0.4673 / -0.4886
HOMO level (spin up / spin down), eV: -19.41 / -19.10
Total charge: +2
Orbital gap (spin up / spin down), eV: 6.7 / 5.8
Energy relative to the best compared isomer or geometry (same formula, charge and spin), kcal/mol: 133.4
E, eV: -8704.991

---

[4]
The following is a DFT calculation (wB97M-V/def2-TZVPD) of a structure of composition C16H19F6N2O7PdS2 at a distorted geometry.

Geometry (Å):
Pd1 0.709 0.074 -0.097
O1 2.706 -1.451 3.319
S1 2.290 -1.836 1.999
O2 2.895 -2.978 1.402
O3 2.382 -0.575 1.100
C1 0.557 -2.147 2.024
C2 0.052 -3.100 2.935
C3 -1.163 -3.747 2.766
C4 -1.948 -3.925 1.570
C5 -0.628 -2.460 -0.040
C6 -0.172 -1.506 0.958
S2 -1.168 -0.261 -3.766
O4 -2.416 -0.236 -4.484
O5 -0.391 -1.473 -3.803
O6 -0.774 0.891 -3.082
H1 0.665 -3.320 3.871
H2 -1.550 -4.246 3.633
H3 -1.689 -4.797 1.014
H4 -0.628 -2.014 -1.027
C7 -3.132 -0.545 -0.191
C8 -2.607 -1.442 0.945
O7 -1.429 -0.918 1.544
C9 -3.796 -1.379 2.003
F1 -4.143 -0.144 2.362
F2 -4.875 -1.987 1.549
F3 -3.337 -1.926 3.182
C10 -2.023 -2.791 0.455
F4 0.162 -3.607 -0.064
F5 -3.360 -4.152 1.867
F6 -2.815 -3.342 -0.572
H5 -3.166 -1.001 -1.187
H6 -2.401 0.268 -0.244
H7 -4.137 -0.281 0.076
C11 0.560 2.894 -1.419
C12 1.142 4.160 -2.043
N1 2.536 4.282 -1.494
C13 2.501 4.124 -0.014
C14 2.199 2.660 0.399
N2 1.520 1.908 -0.808
C15 2.644 1.786 -1.753
C16 3.360 3.212 -1.886
H8 -0.140 2.373 -2.117
H9 -0.020 3.141 -0.529
H10 0.564 5.052 -1.890
H11 1.114 4.020 -3.098
H12 1.762 4.754 0.492
H13 3.488 4.271 0.457
H14 1.520 2.568 1.229
H15 3.063 2.061 0.641
H16 2.268 1.526 -2.787
H17 3.315 1.050 -1.248
H18 3.687 3.323 -2.915
H19 4.247 3.188 -1.233

Properties
E_LUMO (spin up / spin down), Eh: -0.1558 / -0.3048
HOMO level (spin up / spin down), eV: -10.63 / -12.24
Total charge: +1
Orbital gap (spin up / spin down), eV: 6.4 / 3.9
2S+1: 5
E, eV: -75651.290
Expectation value of S²: 6.045

---

[5]
The following is a DFT calculation (wB97M-V/def2-TZVPD) of an isolated molecule of C8H12 at a distorted geometry.

Geometry (Å):
C1 3.090 -0.481 -0.278
C2 1.973 -1.024 0.230
C3 0.744 -0.311 0.494
C4 0.149 0.760 -0.410
C5 -0.312 2.054 0.274
C6 -0.460 -0.590 -0.412
C7 -1.813 -1.087 0.135
C8 -3.081 -0.702 -0.203
H1 3.987 -1.087 -0.362
H2 3.144 0.560 -0.534
H3 1.879 -2.054 0.559
H4 0.612 -0.194 1.660
H5 0.789 1.040 -1.296
H6 -1.121 2.504 -0.369
H7 -0.823 1.782 1.239
H8 0.474 2.835 0.291
H9 -0.300 -1.069 -1.340
H10 -1.843 -2.030 0.763
H11 -3.239 0.203 -0.808
H12 -3.848 -1.108 0.365

Properties
E_LUMO, Eh: 0.0413
HOMO level, eV: -9.31
SMILES string: C=C[C@H]1C(C)[C@@H]1C=C
Total charge: 0
Orbital gap, eV: 10.4
Energy relative to the best compared isomer or geometry (same formula, charge and spin), kcal/mol: 47.8
E, eV: -8487.509

---

[6]
The following is a DFT calculation (wB97M-V/def2-TZVPD) of the ion C2H6N5 with charge +1 at a distorted geometry.

Geometry (Å):
C1 -1.304 1.056 0.031
N1 0.015 0.535 0.132
N2 1.179 1.217 0.178
C2 2.136 0.329 -0.004
N3 1.705 -0.920 0.037
N4 0.382 -0.762 0.096
N5 -0.557 -1.689 0.099
H1 -1.653 0.616 -0.890
H2 -1.966 0.709 0.860
H3 -1.399 2.183 0.129
H4 3.203 0.619 -0.258
H5 -1.441 -1.315 -0.360
H6 -0.299 -2.578 -0.048

Properties
E_LUMO, Eh: -0.1800
HOMO level, eV: -15.08
SMILES string: C[n+]1ncnn1N
Total charge: +1
Orbital gap, eV: 10.2
Energy relative to the best compared isomer or geometry (same formula, charge and spin), kcal/mol: 88.2
E, eV: -9611.190

---

[7]
The following is a DFT calculation (wB97M-V/def2-TZVPD) of a structure of composition C2H6InO2 at a distorted geometry.

Geometry (Å):
In1 -0.787 -0.832 3.608
C1 0.842 -0.191 0.011
C2 -0.188 0.112 -1.143
O1 -1.433 -0.614 -1.064
O2 0.393 0.427 1.189
H1 1.849 0.169 -0.199
H2 0.855 -1.280 0.059
H3 0.291 -0.066 -2.106
H4 -0.417 1.176 -1.075
H5 -2.005 -0.261 -0.378
H6 0.600 1.360 1.097

Properties
E_LUMO, Eh: -0.7745
HOMO level, eV: -24.78
Total charge: +3
Orbital gap, eV: 3.7
Energy relative to the best compared isomer or geometry (same formula, charge and spin), kcal/mol: 38.9
E, eV: -11397.460

---

[8]
The following is a DFT calculation (wB97M-V/def2-TZVPD) of a cluster of 2 separate species, C2H6N4 in total at a distorted geometry.

Geometry (Å):
C1 -0.994 1.042 1.443
C2 1.690 -0.149 -0.126
N1 -0.149 -1.386 -0.793
N2 -2.627 0.995 -0.281
N3 -1.857 0.900 0.708
N4 0.423 -0.757 0.141
H1 -0.475 0.425 2.133
H2 1.733 0.997 -0.269
H3 2.076 -0.555 -1.061
H4 2.309 -0.395 0.726
H5 0.380 -1.380 -1.704
H6 -2.508 0.263 -0.917

Properties
E_LUMO, Eh: 0.0127
HOMO level, eV: -8.45
Total charge: 0
Orbital gap, eV: 8.8
Energy relative to the best compared isomer or geometry (same formula, charge and spin), kcal/mol: 137.6
E, eV: -8126.125

---

[9]
The following is a DFT calculation (wB97M-V/def2-TZVPD) of an isolated molecule of C3HNS at a distorted geometry.

Geometry (Å):
C1 -0.017 0.243 -0.313
C2 0.654 -0.902 0.197
C3 -0.225 1.495 0.488
N1 1.186 -1.827 0.617
S1 -1.650 0.650 0.406
H1 0.052 0.340 -1.395

Properties
E_LUMO, Eh: -0.0385
HOMO level, eV: -10.00
Total charge: 0
Orbital gap, eV: 8.9
Energy relative to the best compared isomer or geometry (same formula, charge and spin), kcal/mol: 48.0
E, eV: -15448.509

---

[10]
The following is a DFT calculation (wB97M-V/def2-TZVPD) of a structure of composition C25H37BN2O11S at a distorted geometry.

Geometry (Å):
C1 5.560 1.927 0.766
C2 4.327 1.962 -0.184
O1 3.252 1.390 0.543
C3 2.278 0.775 -0.317
C4 0.991 1.610 -0.171
O2 -0.089 1.090 -0.968
C5 -1.302 1.361 -0.257
C6 -2.514 1.322 -1.193
O3 -3.725 1.062 -0.458
C7 -4.665 0.522 -1.380
C8 -6.100 0.607 -0.892
C9 -6.824 1.860 -0.765
C10 -8.133 1.881 -0.351
B1 -8.965 3.234 -0.193
O4 -9.077 3.950 0.969
O5 -9.595 3.751 -1.335
C11 -8.777 0.644 -0.045
N1 -10.105 0.537 0.341
S1 -10.287 -1.059 0.529
N2 -8.843 -1.726 0.203
C12 -8.059 -0.636 -0.133
C13 -6.708 -0.579 -0.566
H1 5.907 0.887 0.871
H2 6.382 2.568 0.411
H3 5.223 2.316 1.744
H4 4.171 3.029 -0.447
H5 4.619 1.399 -1.087
H6 2.071 -0.208 0.147
H7 2.636 0.659 -1.348
H8 0.674 1.508 0.884
H9 1.174 2.665 -0.444
H10 -1.239 2.384 0.158
H11 -1.403 0.587 0.526
H12 -2.406 0.570 -1.999
H13 -2.670 2.304 -1.687
H14 -4.408 -0.519 -1.650
H15 -4.607 1.123 -2.316
H16 -6.317 2.795 -1.034
H17 -9.192 3.338 1.716
H18 -8.884 3.969 -1.956
H19 -6.132 -1.509 -0.648
O6 4.225 -1.329 -2.286
C14 4.926 -1.905 -1.504
O7 5.249 -1.417 -0.280
C15 6.194 -2.299 0.359
C16 6.009 -3.643 -0.320
C17 5.612 -3.237 -1.732
H20 7.197 -1.896 0.216
H21 5.983 -2.347 1.425
H22 6.896 -4.273 -0.274
H23 5.186 -4.186 0.150
H24 6.484 -3.079 -2.370
H25 4.932 -3.952 -2.186
O8 9.409 -2.897 0.411
C18 9.838 -2.668 -0.683
O9 10.416 -3.607 -1.471
C19 10.922 -2.995 -2.669
C20 10.133 -1.707 -2.824
C21 9.867 -1.320 -1.375
H26 11.992 -2.815 -2.541
H27 10.778 -3.671 -3.510
H28 10.660 -0.945 -3.395
H29 9.186 -1.910 -3.329
H30 10.678 -0.724 -0.954
H31 8.916 -0.802 -1.260
O10 -7.708 2.750 3.909
C22 -7.320 1.620 3.839
O11 -7.922 0.679 3.068
C23 -7.295 -0.586 3.285
C24 -5.908 -0.269 3.810
C25 -6.155 1.016 4.590
H32 -7.885 -1.158 4.007
H33 -7.276 -1.131 2.344
H34 -5.478 -1.073 4.405
H35 -5.230 -0.071 2.976
H36 -6.459 0.819 5.620
H37 -5.293 1.678 4.568

Properties
E_LUMO, Eh: -0.0223
HOMO level, eV: -9.07
Total charge: 0
Orbital gap, eV: 8.5
E, eV: -63540.683

---

[11]
The following is a DFT calculation (wB97M-V/def2-TZVPD) of the ion C4H8NO2 with charge -1 at a distorted geometry.

Geometry (Å):
C1 1.333 1.716 0.739
C2 1.562 0.311 0.237
O1 2.663 -0.237 0.306
N1 0.508 -0.271 -0.353
C3 -0.904 0.139 -0.416
C4 -1.843 -1.067 -0.297
O2 -3.125 -0.746 -0.287
H1 1.020 2.357 -0.074
H2 0.485 1.706 1.429
H3 2.167 2.135 1.288
H4 0.682 -1.233 -0.615
H5 -1.043 0.705 -1.341
H6 -1.123 0.844 0.393
H7 -1.450 -1.630 0.609
H8 -1.512 -1.784 -1.115

Properties
E_LUMO, Eh: 0.1374
HOMO level, eV: -2.70
SMILES string: CC(=O)NCC[O-]
Total charge: -1
Orbital gap, eV: 6.4
Energy relative to the best compared isomer or geometry (same formula, charge and spin), kcal/mol: 39.0
E, eV: -9863.095

---

[12]
The following is a DFT calculation (wB97M-V/def2-TZVPD) of a cluster of 3 separate species, C3H14N2O2 in total at a distorted geometry.

Geometry (Å):
N1 -0.919 -1.218 -1.660
C1 -1.072 -1.406 -0.293
C2 -0.927 -0.374 0.789
C3 -1.118 -1.116 2.108
N2 -1.184 -0.147 3.200
H1 -0.900 -2.132 -2.278
H2 -1.500 -0.525 -2.119
H3 -0.450 -2.247 0.037
H4 -1.992 -1.979 -0.187
H5 -0.118 0.270 0.670
H6 -1.795 0.280 0.716
H7 -0.276 -1.792 2.001
H8 -1.984 -1.824 2.122
H9 -2.086 0.183 3.368
H10 -0.574 0.542 3.703
O1 6.532 0.070 -0.073
H11 6.043 -0.290 -0.880
H12 6.093 0.926 -0.055
O2 -0.295 4.167 -3.393
H13 -0.391 3.858 -4.319
H14 -1.087 4.749 -3.457

Properties
E_LUMO, Eh: 0.0298
HOMO level, eV: -8.43
SMILES string: NCCCN.O.O
Total charge: 0
Orbital gap, eV: 9.2
Energy relative to the best compared isomer or geometry (same formula, charge and spin), kcal/mol: 64.1
E, eV: -10411.013